[1]
82
Properties=species:S:1:pos:R:3:forces:R:3:mulliken_spin:R:1 method="wB97M-V/def2-TZVPD" total_charge=+2 de_lowest_ev=0.344 homo_energy_ev="-12.92 / -12.92" energy_ev=-120710.066 e_lumo_ev="-5.9303 / -7.8835" spin_multiplicity=5
Co -0.538 -0.578 -0.652 0.339 0.328 -0.015 2.935
S 6.288 -1.483 -2.482 0.176 -0.036 0.231 0.000
C 6.537 -1.484 -4.163 0.199 -0.001 -0.013 0.000
C 5.368 -1.395 -4.848 -0.272 0.023 -0.061 0.000
C 4.247 -1.325 -3.982 -0.252 -0.060 -0.344 0.000
C 4.582 -1.369 -2.657 -0.017 0.061 0.209 0.000
C 3.699 -1.294 -1.486 0.077 -0.010 -0.188 0.006
C 2.310 -1.143 -1.648 -0.181 -0.037 -0.022 -0.029
N 1.467 -1.027 -0.637 0.037 0.016 0.018 0.067
C 1.945 -1.038 0.630 -0.213 -0.183 -0.201 0.014
C 3.291 -1.236 0.903 0.245 -0.296 0.058 -0.001
C 3.718 -1.287 2.279 0.095 -0.010 -0.028 0.001
C 2.833 -1.151 3.286 -0.055 -0.085 0.091 0.001
C 1.434 -0.923 3.019 0.008 -0.249 0.228 0.001
C 0.464 -0.790 4.021 0.110 -0.031 0.148 0.002
C -0.862 -0.549 3.703 -0.133 0.055 0.155 -0.008
C -1.158 -0.396 2.342 -0.092 0.233 -0.244 -0.014
N -0.266 -0.542 1.374 -0.012 -0.284 0.001 0.083
C 1.015 -0.832 1.697 -0.215 -0.190 -0.112 0.022
C -1.935 -0.450 4.702 0.238 -0.027 0.011 0.001
C -3.284 -0.386 4.489 -0.387 0.047 -0.248 -0.001
C -4.044 -0.331 5.687 -0.125 0.018 -0.325 0.000
C -3.254 -0.357 6.790 0.046 -0.001 0.264 0.000
S -1.605 -0.448 6.388 0.261 0.006 0.150 0.000
C 4.163 -1.364 -0.186 0.216 -0.044 0.142 0.000
H 7.538 -1.553 -4.564 -0.083 0.006 0.063 0.000
H 5.308 -1.381 -5.928 -0.023 -0.006 0.072 0.000
H 3.228 -1.266 -4.350 0.139 0.019 0.038 0.001
H 1.877 -1.140 -2.642 0.000 0.072 0.056 0.000
H 4.772 -1.435 2.488 -0.080 -0.023 -0.020 0.000
H 3.160 -1.202 4.319 -0.017 -0.005 -0.063 0.000
H 0.766 -0.882 5.059 -0.001 -0.025 -0.047 0.000
H -2.159 -0.105 2.038 0.064 -0.111 -0.021 -0.016
H -3.742 -0.378 3.505 0.032 -0.020 0.148 0.000
H -5.124 -0.274 5.726 0.110 -0.010 -0.033 0.000
H -3.561 -0.324 7.827 0.071 -0.006 -0.111 0.000
H 5.222 -1.515 0.004 -0.092 0.022 0.017 0.000
C -2.307 -1.589 -1.296 -0.716 -0.269 -0.160 0.507
C -2.388 -2.936 -0.878 0.125 -0.028 0.101 -0.147
C -2.241 -3.991 -1.821 0.066 0.054 -0.037 0.131
C -2.377 -5.298 -1.438 0.014 -0.149 0.027 -0.059
C -2.653 -5.607 -0.096 -0.059 -0.093 0.108 0.193
C -2.780 -4.584 0.863 0.049 -0.085 -0.031 -0.075
C -2.646 -3.277 0.481 -0.006 0.056 0.012 0.146
C -2.825 -6.976 0.308 -0.005 -0.065 -0.004 -0.028
N -2.973 -8.070 0.634 0.061 0.301 -0.082 0.107
H -2.859 -0.863 -0.684 0.160 0.069 0.048 0.032
H -2.379 -1.412 -2.365 0.179 0.119 -0.020 0.001
H -2.045 -3.750 -2.860 -0.017 0.004 0.071 -0.001
H -2.286 -6.098 -2.162 -0.017 0.028 0.044 -0.001
H -2.990 -4.842 1.893 -0.010 -0.012 -0.025 -0.001
H -2.752 -2.489 1.220 -0.021 -0.050 -0.096 0.015
O -0.384 1.095 -1.597 -0.626 -0.104 -0.303 0.094
S 0.372 2.012 -2.567 0.110 -0.106 0.098 0.010
C 0.771 3.417 -1.503 0.179 -0.056 0.054 0.011
C 1.247 2.860 -0.184 0.110 0.073 0.021 0.004
C 2.481 2.216 -0.087 0.008 0.140 -0.022 -0.004
C 2.917 1.720 1.133 0.071 0.309 0.071 0.004
C 2.114 1.844 2.263 0.060 0.402 -0.012 -0.001
C 0.878 2.473 2.168 0.036 0.079 -0.032 0.001
C 0.446 2.980 0.946 -0.014 -0.093 0.049 -0.007
C -0.891 2.696 -3.690 -0.091 0.033 0.258 0.006
C -1.967 3.529 -3.053 0.063 -0.024 0.015 0.000
C -1.999 4.898 -3.296 0.081 0.121 0.030 0.000
C -2.971 5.698 -2.708 0.035 0.036 -0.045 0.000
C -3.916 5.134 -1.865 -0.023 -0.026 0.006 0.000
C -3.901 3.765 -1.628 0.028 -0.073 -0.014 0.000
C -2.936 2.964 -2.224 -0.014 -0.008 0.010 -0.004
H -0.127 4.023 -1.399 -0.048 0.049 0.046 -0.001
H 1.546 3.981 -2.027 -0.052 0.009 0.029 0.000
H 3.118 2.136 -0.964 -0.005 0.009 0.058 -0.001
H 3.895 1.258 1.212 -0.105 0.170 -0.011 0.000
H 2.464 1.476 3.220 0.009 0.164 -0.109 0.000
H 0.258 2.593 3.051 0.052 0.001 -0.068 0.000
H -0.512 3.485 0.875 0.048 -0.016 0.007 0.000
H -1.280 1.811 -4.197 0.050 -0.014 -0.032 0.000
H -0.299 3.272 -4.407 -0.032 -0.034 -0.045 0.001
H -1.261 5.345 -3.956 -0.061 -0.011 0.043 0.000
H -2.993 6.761 -2.916 0.020 -0.067 0.018 0.000
H -4.673 5.757 -1.405 0.038 -0.037 -0.033 0.000
H -4.656 3.319 -0.989 0.061 0.027 -0.054 0.000
H -2.941 1.894 -2.057 -0.003 0.005 0.003 0.003

=====

[2]
45
Properties=species:S:1:pos:R:3:forces:R:3:nbo_charge:R:1 method="wB97M-V/def2-TZVPD" de_lowest_ev=3.372 homo_energy_ev=-9.65 energy_ev=-76127.270 e_lumo_ev=-2.2098 spin_multiplicity=1
Be 0.260 -0.737 0.017 0.460 -0.061 -0.342 1.642
B 0.693 -3.539 0.160 0.953 -3.107 0.092 1.284
F 1.772 -3.025 0.786 1.047 1.310 1.453 -0.530
F 0.639 -2.984 -1.068 -0.119 2.467 -3.247 -0.547
F 0.801 -4.928 0.062 -0.259 0.046 0.114 -0.552
F -0.492 -3.164 0.711 -2.039 1.214 1.794 -0.557
C 3.970 1.059 -2.210 1.860 1.505 1.082 0.757
F 5.257 1.214 -2.684 -1.654 -0.231 1.162 -0.313
F 3.540 2.277 -1.726 0.450 -1.604 -1.259 -0.316
F 3.270 0.652 -3.227 -1.004 0.080 -0.551 -0.302
S 3.845 -0.220 -0.801 1.121 -2.900 -0.633 2.113
O 3.405 -1.478 -1.346 -0.728 1.291 -0.402 -0.889
O 5.170 -0.327 -0.200 -2.155 1.285 -0.409 -0.834
N 2.475 0.433 0.071 0.005 -1.638 -2.960 -1.251
S 3.201 1.089 1.266 1.476 0.669 6.288 2.162
O 3.483 0.086 2.307 -0.948 1.724 -1.277 -0.914
O 4.311 1.969 0.968 -1.525 -0.066 -0.394 -0.894
C 1.818 2.223 2.058 1.503 -0.047 0.731 0.751
F 1.296 3.123 1.224 -0.078 -0.547 0.145 -0.311
F 0.860 1.491 2.655 0.072 0.290 -0.759 -0.327
F 2.436 2.906 3.061 -0.319 -0.425 -0.830 -0.324
C -2.197 -0.047 4.583 -0.372 -0.683 1.139 -0.735
C -1.464 -0.445 3.445 2.772 -0.245 -4.565 0.366
N -0.841 -0.754 2.501 -1.378 0.830 1.706 -0.396
H -2.125 -0.996 5.114 -0.653 0.140 0.911 0.273
H -3.233 0.187 4.339 0.125 0.005 0.107 0.258
H -1.714 0.726 5.180 -0.011 0.009 -0.261 0.276
C 0.421 1.186 -4.915 -0.043 -0.306 0.812 -0.723
C 0.312 0.551 -3.606 -1.019 -1.649 3.612 0.391
N 0.155 0.093 -2.533 0.665 1.056 -2.438 -0.428
H -0.500 1.745 -5.080 0.176 0.121 -0.118 0.260
H 0.529 0.410 -5.673 0.268 0.262 -0.055 0.269
H 1.284 1.841 -4.789 -0.007 0.093 -0.704 0.273
C -3.550 2.245 -0.024 -1.304 -0.170 -0.251 -0.739
C -2.189 1.897 -0.018 5.024 -0.536 0.448 0.391
N -1.070 1.563 0.026 -2.231 0.059 -0.096 -0.417
H -3.935 1.508 -0.729 -0.771 0.076 0.078 0.271
H -3.780 3.251 -0.375 0.233 -0.075 0.071 0.271
H -3.940 2.077 0.980 -0.262 0.041 -0.144 0.263
C -4.370 -2.860 -0.034 -0.144 -0.041 0.002 -0.740
C -3.310 -1.828 -0.117 4.111 3.875 -1.377 0.408
N -2.444 -0.992 -0.274 -4.413 -4.986 1.016 -0.452
H -5.219 -2.727 -0.705 0.163 0.846 -0.131 0.265
H -4.791 -2.905 0.971 0.281 -0.069 0.041 0.262
H -4.035 -3.847 -0.353 0.671 0.090 0.400 0.285

=====

[3]
71
Properties=species:S:1:pos:R:3:forces:R:3:mulliken_charge:R:1 method="wB97M-V/def2-TZVPD" de_lowest_ev=1.861 homo_energy_ev=-7.60 energy_ev=-72780.362 e_lumo_ev=-0.9438 spin_multiplicity=1
W 0.593 -0.015 -1.302 -0.135 -0.554 0.379 1.653
C 3.752 0.996 -0.252 0.027 0.008 0.396 -1.857
C 2.481 1.207 -0.994 -0.536 -0.556 -0.420 1.913
N 2.313 0.684 -2.314 0.383 0.254 -0.417 -0.956
N 2.997 -0.557 -2.355 0.201 0.236 0.266 0.466
C 2.196 -1.783 -2.883 -0.074 -0.182 0.052 1.238
N 3.013 -2.728 -3.516 0.052 0.010 0.119 -0.573
S 0.684 -1.243 -3.560 -0.057 0.312 0.400 -0.408
C 1.594 2.296 -0.763 0.339 0.465 -0.246 -0.008
C 1.716 3.335 0.168 0.079 0.196 0.145 -0.664
C 0.717 4.274 0.217 -0.057 0.028 0.022 -0.622
C -0.403 4.167 -0.622 0.106 0.230 0.125 -0.490
C -0.494 3.083 -1.446 -0.236 -0.256 -0.460 -0.509
N 0.480 2.165 -1.517 0.098 0.050 0.163 -0.231
H 3.952 -0.056 -0.062 0.034 0.028 0.021 0.273
H 3.719 1.470 0.726 0.009 -0.003 -0.032 0.475
H 4.577 1.423 -0.832 0.053 -0.005 0.045 0.369
H 3.997 -0.558 -2.528 0.029 -0.024 -0.101 0.353
H 2.662 -2.980 -4.428 0.030 -0.012 -0.016 0.294
H 3.186 -3.545 -2.947 -0.019 -0.010 0.007 0.259
H 2.582 3.387 0.812 -0.029 0.015 0.008 0.425
H 0.791 5.102 0.912 0.007 -0.008 -0.021 0.427
H -1.198 4.899 -0.603 0.017 -0.023 0.010 0.442
H -1.352 2.903 -2.079 -0.047 -0.061 0.030 0.618
O 1.957 0.819 2.409 -0.021 -0.028 0.161 -0.648
C 0.981 0.559 1.747 0.251 -0.031 -0.476 -0.124
O 0.996 -0.284 0.723 -0.168 -0.107 0.259 -0.548
C -0.383 1.178 2.041 0.047 -0.091 -0.030 -0.918
P -1.479 0.758 0.648 -0.097 0.046 0.311 1.967
C -2.746 2.062 0.596 -0.073 -0.065 -0.013 0.654
C -2.939 2.958 1.644 -0.051 0.095 0.018 -0.691
C -3.933 3.925 1.567 0.015 -0.023 -0.025 -0.755
C -4.755 3.995 0.449 0.021 -0.015 0.011 -0.686
C -4.580 3.094 -0.593 0.035 -0.011 0.012 -0.880
C -3.577 2.134 -0.524 -0.010 0.071 -0.045 -0.234
C -2.416 -0.672 1.300 0.126 -0.008 0.030 0.565
C -1.703 -1.708 1.910 -0.060 -0.025 -0.007 -0.257
C -2.368 -2.813 2.412 -0.013 0.011 -0.022 -0.775
C -3.749 -2.908 2.298 -0.001 0.013 -0.002 -0.687
C -4.460 -1.891 1.682 0.012 0.025 -0.026 -0.761
C -3.798 -0.775 1.184 -0.082 -0.015 -0.059 -0.463
H -0.268 2.255 2.160 0.046 -0.015 -0.015 0.585
H -0.748 0.762 2.978 -0.005 0.033 0.092 0.720
H -2.320 2.910 2.532 -0.036 -0.012 -0.030 0.385
H -4.070 4.618 2.388 -0.012 -0.006 -0.012 0.428
H -5.536 4.744 0.395 0.043 -0.029 -0.002 0.398
H -5.222 3.133 -1.465 0.029 -0.001 0.036 0.454
H -3.451 1.439 -1.348 0.017 0.014 0.017 0.125
H -0.624 -1.663 1.962 0.028 -0.003 0.016 0.009
H -1.804 -3.612 2.878 -0.015 0.032 -0.015 0.471
H -4.268 -3.778 2.681 0.018 0.028 -0.016 0.376
H -5.536 -1.962 1.579 0.036 0.001 -0.001 0.423
H -4.370 0.006 0.696 0.038 -0.052 0.067 0.337
O -3.164 -0.645 -2.749 -0.227 -0.008 -0.094 -0.638
C -2.084 -0.703 -2.239 0.412 0.183 0.207 0.573
O -1.194 0.284 -2.253 -0.336 0.080 -0.312 -0.945
C -1.595 -1.916 -1.394 0.516 0.488 -0.059 0.703
O -2.233 -2.900 -1.205 -0.187 -0.343 -0.035 -0.606
O -0.392 -1.668 -0.865 -0.516 -0.627 0.204 -0.360
C 2.287 -1.505 -1.424 0.120 0.344 -0.900 -0.669
C 3.017 -2.403 -0.507 -0.232 -0.018 0.254 0.175
C 4.386 -2.639 -0.589 0.100 -0.051 0.031 0.132
C 4.991 -3.552 0.268 -0.023 0.023 -0.009 -1.002
C 4.232 -4.241 1.203 0.034 0.016 -0.035 -0.600
C 2.866 -4.006 1.287 0.004 0.021 -0.017 -0.959
C 2.262 -3.088 0.443 -0.030 -0.067 0.066 -0.136
H 5.002 -2.122 -1.318 -0.049 -0.011 0.017 0.332
H 6.057 -3.724 0.198 -0.011 -0.002 0.000 0.419
H 4.705 -4.959 1.861 -0.011 0.036 -0.006 0.396
H 2.269 -4.535 2.018 0.003 0.005 -0.011 0.475
H 1.199 -2.889 0.505 0.040 -0.038 -0.009 0.354

=====

[4]
16
Properties=species:S:1:pos:R:3:forces:R:3:nbo_charge:R:1 method="wB97M-V/def2-TZVPD" de_lowest_ev=0.221 smiles=Cc1ccc(C)[nH]1 homo_energy_ev=-7.75 energy_ev=-7857.939 e_lumo_ev=1.0564 spin_multiplicity=1
C 0.274 2.493 0.463 0.042 0.082 0.001 -0.641
C 0.383 1.004 0.349 0.116 -0.076 0.072 0.122
C 1.166 0.110 1.024 0.014 0.123 -0.009 -0.286
C 0.823 -1.205 0.574 -0.096 -0.122 -0.011 -0.300
C -0.182 -1.078 -0.344 0.075 -0.080 0.146 0.126
C -1.101 -2.075 -0.981 -0.010 -0.112 -0.091 -0.636
N -0.451 0.272 -0.477 0.113 -0.020 -0.297 -0.530
H -0.764 2.825 0.342 0.163 -0.098 -0.004 0.218
H 0.599 2.807 1.460 0.004 -0.036 -0.186 0.228
H 0.886 3.030 -0.271 -0.071 -0.098 0.060 0.214
H 1.897 0.367 1.780 -0.121 -0.055 -0.065 0.215
H 1.252 -2.138 0.913 -0.125 0.095 0.063 0.217
H -1.593 -1.660 -1.870 0.165 -0.060 0.104 0.209
H -0.584 -2.992 -1.274 0.013 0.130 0.028 0.224
H -1.901 -2.359 -0.286 0.148 0.074 -0.112 0.221
H -0.704 0.601 -1.399 -0.431 0.253 0.298 0.399